1.
Density functional theory data (wB97M-V/def2-TZVPD) for 2 unconnected molecules or ions with the total composition C50H65N4O2.

Summary:
- LUMO energy: -4.950 eV
- Relative energy (zero: lowest compared OMol25 entry of this formula, charge and spin): 28.66 kcal/mol

```
! RIJCOSX wB97M-V def2-TZVPD def2/J DEFGRID3
* xyz 1 1
O -2.452 -6.313 -2.596
O -4.391 -5.928 -1.608
N -3.141 -5.818 -1.672
N 5.107 0.854 2.892
N -0.793 0.995 -0.348
N -1.342 -0.509 -1.907
C -2.694 -3.096 0.698
C 1.555 0.070 1.142
C 0.118 -2.363 -3.900
C 6.036 -1.229 3.842
C -1.081 -4.770 -0.905
C -1.136 1.619 0.905
C 5.055 -0.073 4.037
C 4.888 5.230 0.614
C -3.450 -1.841 -2.377
C -5.829 -1.464 -1.546
C -1.039 -0.349 -0.572
C -4.718 0.246 -2.937
C 0.298 -1.689 -5.261
C -2.815 3.246 -1.507
C -2.050 -1.597 -2.581
C -1.389 -2.357 -3.564
C -2.477 2.006 3.360
C -4.055 -0.126 -0.533
C -1.550 0.988 3.228
C 7.528 0.440 2.603
C -4.234 3.912 0.295
C 3.992 5.236 1.696
C -3.984 -3.041 -2.878
C -2.455 -5.036 -0.685
C 1.272 0.902 3.450
C 0.406 -1.259 2.916
C 4.948 2.808 0.651
C -0.866 0.638 -2.543
C 7.469 -0.766 3.547
C 6.453 1.480 2.910
C -1.415 -2.670 0.240
C -2.750 3.636 -0.040
C -1.039 -1.261 0.453
C -2.625 2.909 2.320
C -3.358 -3.727 -3.917
C -2.139 2.646 1.019
C -0.558 -3.594 -0.407
C -4.477 -0.796 -1.831
C 4.119 2.802 1.804
C -3.221 -4.292 0.238
C 0.572 -3.825 -4.048
C 1.073 -1.739 -2.892
C 3.989 1.576 2.559
C -1.950 4.937 0.071
C 3.574 4.038 2.282
C 5.356 4.011 0.091
C -2.139 -3.252 -4.354
C 0.597 0.148 2.326
C -0.517 1.539 -1.596
C -0.709 0.959 2.099
H -2.340 5.685 -0.632
H -2.002 5.351 1.085
H -0.510 -5.467 -1.517
H -6.525 -0.722 -1.134
H -0.034 -0.643 -5.234
H -6.278 -1.859 -2.464
H 1.499 1.915 3.089
H 4.049 -0.457 4.222
H 8.509 0.928 2.688
H -0.276 -2.213 -6.035
H 0.337 -4.398 -3.144
H 2.151 0.309 3.727
H -3.793 0.752 -3.241
H -4.777 2.968 0.425
H 1.177 -0.590 0.357
H -4.367 4.536 1.184
H -3.045 2.108 4.296
H 1.360 -1.715 -5.534
H 2.500 -0.368 1.488
H 0.678 1.005 4.368
H -3.850 -0.874 0.242
H 3.297 1.585 3.384
H -4.223 -4.626 0.511
H 6.044 -1.856 4.743
H -5.718 -2.272 -0.813
H -1.860 3.329 -2.030
H 2.072 -2.127 -3.131
H 8.033 -1.589 3.096
H -3.186 3.826 2.523
H -3.299 -2.434 1.331
H -1.715 -3.684 -5.261
H -0.097 -1.948 2.238
H 0.112 -4.321 -4.907
H 1.130 -0.652 -2.970
H -3.827 -4.590 -4.392
H -4.709 4.447 -0.538
H 0.842 -2.043 -1.867
H 2.944 4.051 3.179
H 5.363 1.855 0.295
H 5.371 0.486 4.936
H 1.780 1.058 0.722
H -1.391 0.291 4.056
H -3.173 0.502 -0.642
H -5.128 -0.264 -3.821
H 5.203 6.179 0.165
H 5.685 -1.854 3.011
H 6.062 4.001 -0.742
H 1.656 -3.842 -4.200
H 3.630 6.191 2.100
H -1.424 -0.829 1.363
H 6.527 2.323 2.216
H 7.981 -0.510 4.486
H -4.867 0.524 -0.171
H -0.895 4.753 -0.170
H 6.608 1.868 3.937
H 1.400 -1.686 3.104
H -0.826 0.698 -3.623
H 7.409 0.104 1.561
H -5.451 1.000 -2.609
H 0.498 -3.355 -0.561
H -4.934 -3.447 -2.526
H -0.143 -1.232 3.863
H -3.278 2.264 -1.652
H -0.053 2.508 -1.706
H -3.477 3.974 -2.006
*
```

***

2.
Density functional theory data (wB97M-V/def2-TZVPD) for a molecular structure, C3H6N2O.

Summary:
- LUMO energy (spin up / spin down): 0.001 / 0.001 eV
- Relative energy (zero: lowest compared OMol25 entry of this formula, charge and spin): 99.06 kcal/mol

```
! RIJCOSX wB97M-V def2-TZVPD def2/J DEFGRID3
* xyz 0 1
O -2.783 0.180 -0.462
N -0.375 -1.251 -0.645
N 0.611 0.748 0.157
C -1.737 0.738 -0.174
C 1.872 0.202 0.350
C -0.453 0.062 -0.193
H -1.309 -1.598 -0.837
H 2.117 -0.805 0.020
H 0.959 0.866 1.240
H 2.666 0.932 0.454
H -1.696 1.806 0.117
H 0.128 -1.880 -0.026
*
```

***

3.
Density functional theory data (wB97M-V/def2-TZVPD) for a molecular structure, C29H32BFN9O3STl.

Summary:
- LUMO energy (spin up / spin down): -7.436 / -7.983 eV
- Relative energy (zero: lowest compared OMol25 entry of this formula, charge and spin): 106.21 kcal/mol

```
! RIJCOSX wB97M-V def2-TZVPD def2/J DEFGRID3
* xyz 2 1
Tl 0.271 -0.225 0.945
S -6.510 -3.844 1.173
F 4.831 5.197 0.327
O -1.600 1.301 0.575
O 0.900 2.155 -0.015
O -3.144 2.737 -0.297
N 0.856 -2.951 0.330
N -0.622 5.952 0.092
N -2.184 -1.101 -0.069
N 5.908 8.927 -1.209
N 1.975 -3.673 0.187
N 3.796 7.891 0.417
N 3.561 -1.685 -0.040
N -6.112 -4.011 -1.382
N 2.656 -0.794 -0.468
C -2.335 7.558 -0.863
C -0.978 3.579 0.106
C -3.756 -2.345 -1.365
C 3.319 0.326 -0.709
C -0.146 -3.814 0.329
C -5.708 -3.473 -0.251
C 4.486 8.981 -1.675
C -0.985 8.158 -1.105
C -2.040 2.383 0.128
C -4.121 -2.012 0.971
C -1.428 4.853 0.099
C 0.424 3.288 0.082
C -2.949 -1.279 1.002
C -2.602 -1.589 -1.230
C 4.701 0.179 -0.407
C 5.170 7.853 0.871
C 3.483 5.426 0.320
C 1.609 6.887 0.265
C 1.676 -5.005 0.096
C 0.745 5.789 0.172
C -1.213 7.269 0.083
C 2.988 6.743 0.323
C -4.528 -2.595 -0.231
C 1.278 4.491 0.177
C 0.321 -5.140 0.171
C 3.565 9.024 -0.450
C 6.142 7.754 -0.305
C 2.661 4.335 0.271
C 4.811 -1.108 0.016
B 3.375 -3.150 0.167
H 6.542 8.886 -2.008
H 3.080 3.339 0.292
H 3.754 9.947 0.111
H 5.480 0.915 -0.495
H 5.670 -1.663 0.352
H -6.897 -4.647 -1.380
H -1.158 -3.476 0.465
H 5.958 6.846 -0.876
H 4.006 -3.741 -0.700
H -0.267 -6.039 0.133
H -3.133 8.190 -0.506
H -0.840 9.217 -0.939
H 4.339 9.866 -2.293
H 2.450 -5.745 -0.011
H 7.177 7.754 0.034
H 4.287 8.095 -2.277
H -2.668 6.778 -1.533
H -4.012 -2.723 -2.345
H 1.183 7.877 0.315
H 6.113 9.785 -0.691
H -5.689 -3.785 -2.269
H -1.249 7.722 1.067
H -0.409 7.752 -1.926
H -4.702 -2.143 1.876
H 5.334 7.029 1.556
H 3.969 -3.495 1.177
H -2.605 -0.820 1.921
H -2.495 5.032 0.101
H -1.981 -1.376 -2.092
H 2.535 9.049 -0.793
H 5.365 8.777 1.430
H 2.800 1.184 -1.101
*
```

***

4.
Density functional theory data (wB97M-V/def2-TZVPD) for 6 unconnected molecules or ions with the total composition BrH10O5.

Summary:
- LUMO energy: 3.533 eV
- Relative energy (zero: lowest compared OMol25 entry of this formula, charge and spin): 6.38 kcal/mol

```
! RIJCOSX wB97M-V def2-TZVPD def2/J DEFGRID3
* xyz -1 1
Br 1.558 -0.636 0.124
O -1.339 -1.644 1.585
O 1.324 2.629 -0.628
O -0.930 0.537 -1.656
O 0.196 1.068 2.502
O -0.243 -2.766 -1.856
H -1.751 -0.795 1.814
H -0.742 1.467 -1.789
H 0.526 1.984 2.412
H -0.885 -3.321 -1.453
H 1.330 1.666 -0.595
H -0.094 0.112 -1.410
H 0.536 2.858 -1.138
H 0.202 -2.411 -1.109
H -0.468 -1.378 1.321
H 0.785 0.623 1.880
*
```

***

5.
Density functional theory data (wB97M-V/def2-TZVPD) for a molecular structure, CH4F2Si.

Summary:
- LUMO energy: 0.352 eV
- Relative energy (zero: lowest compared OMol25 entry of this formula, charge and spin): 49.97 kcal/mol

```
! RIJCOSX wB97M-V def2-TZVPD def2/J DEFGRID3
* xyz 0 1
Si 1.311 -0.325 0.465
F 2.372 1.567 -0.099
F 2.053 -1.511 -0.305
C -0.320 0.108 -0.347
H -0.184 0.188 -1.425
H 1.674 -0.408 1.851
H -0.683 1.069 0.007
H -1.088 -0.638 -0.156
*
```

***

6.
Density functional theory data (wB97M-V/def2-TZVPD) for a molecular structure, C11H30ClIO2P3Pm.

Summary:
- LUMO energy (spin up / spin down): -9.381 / -9.380 eV
- Relative energy (zero: lowest compared OMol25 entry of this formula, charge and spin): 49.18 kcal/mol

```
! RIJCOSX wB97M-V def2-TZVPD def2/J DEFGRID3
* xyz 2 5
Pm 0.086 -0.247 -0.871
I 1.029 -1.934 -3.119
Cl -0.018 -2.662 0.053
P 2.996 -0.001 -0.457
P -2.808 -0.034 -0.373
P -0.050 0.018 2.966
O -0.034 2.838 -4.515
O 0.359 0.203 1.484
C 3.607 -1.623 0.188
C -1.121 1.353 3.546
C 0.048 0.977 -6.255
C 1.267 -0.131 4.199
C -0.108 2.267 -5.537
C -3.488 0.175 -2.057
C -3.523 -1.630 0.186
C 3.910 1.144 0.630
C -3.763 1.170 0.619
C 3.940 0.174 -2.024
C -1.115 -1.418 3.332
H 3.484 1.080 1.640
H -4.538 -0.133 -2.083
H -3.405 1.226 -2.358
H 4.693 -1.730 0.053
H -3.526 -1.668 1.281
H -1.641 1.121 4.489
H -4.850 1.046 0.495
H -4.543 -1.749 -0.192
H 4.988 0.925 0.672
H 0.060 1.152 -7.341
H -3.516 1.058 1.684
H -1.911 -1.110 4.044
H -2.892 -2.452 -0.171
H -0.831 0.356 -6.025
H 0.901 0.268 5.161
H -3.490 2.191 0.317
H 3.355 -1.673 1.255
H -1.863 1.552 2.770
H -0.516 2.252 3.682
H -0.535 -2.238 3.796
H 3.462 -0.455 -2.790
H 2.151 0.441 3.901
H 0.977 0.469 -5.946
H 4.990 -0.118 -1.887
H 1.567 -1.180 4.342
H 3.072 -2.425 -0.334
H 3.767 2.165 0.251
H -1.573 -1.797 2.405
H -2.918 -0.437 -2.769
H 3.867 1.224 -2.338
*
```

***

7.
Density functional theory data (wB97M-V/def2-TZVPD) for a molecular structure, C35H43GeP2Tc.

Summary:
- LUMO energy: -6.330 eV

```
! RIJCOSX wB97M-V def2-TZVPD def2/J DEFGRID3
* xyz 2 1
Tc 1.406 -0.118 -0.868
Ge -1.558 -1.006 1.141
P 3.821 -0.806 -1.699
P 2.536 0.432 1.115
C -1.483 0.428 2.460
C 0.765 1.828 -1.245
C 4.291 -2.553 -1.487
C 0.794 2.472 -2.520
C -3.029 2.188 -1.691
C -0.017 -3.445 1.724
C -2.345 0.184 -2.865
C 0.055 -0.524 0.051
C -3.133 -0.903 0.014
C -0.688 1.794 -2.147
C -3.344 0.990 -2.320
C -1.345 1.751 2.034
C 0.143 -4.739 2.198
C -4.099 0.076 0.238
C -3.351 -1.865 -0.974
C -1.378 2.513 4.310
C 4.835 0.105 -0.463
C -5.469 -0.860 -1.499
C -1.247 -2.799 1.820
C 2.608 2.207 1.487
C -2.320 -3.477 2.399
C 2.033 -0.340 2.680
C 0.765 3.980 -2.629
C -1.030 0.576 -2.776
C -0.931 -5.400 2.776
C 4.291 -0.090 0.945
C -5.264 0.095 -0.515
C 1.443 1.820 -3.722
C 4.605 -0.348 -3.279
C -1.710 2.594 -1.609
C -2.162 -4.768 2.879
C -1.568 0.165 3.825
C -1.518 1.203 4.745
C -4.512 -1.841 -1.730
C -1.293 2.789 2.952
H 0.849 1.959 -4.625
H 5.653 -0.648 -3.256
H 2.404 2.310 -3.884
H -1.592 0.989 5.803
H 4.118 -0.849 -4.116
H -4.378 0.674 -2.383
H 5.377 -2.654 -1.454
H -0.265 -0.061 -3.206
H 1.793 4.335 -2.715
H -6.386 -0.855 -2.074
H 5.872 -0.233 -0.533
H 1.605 2.562 1.731
H -2.620 -2.647 -1.145
H 3.912 -3.128 -2.331
H 2.351 0.290 3.511
H 2.501 -1.319 2.778
H 2.981 2.764 0.627
H -3.950 0.824 1.008
H -4.682 -2.597 -2.485
H -0.809 -6.411 3.142
H -1.197 3.814 2.614
H -1.668 -0.856 4.178
H -1.468 3.522 -1.110
H 4.825 1.163 -0.747
H 1.101 -5.235 2.115
H -1.343 3.320 5.029
H 0.229 4.300 -3.523
H 4.553 0.728 -3.434
H -1.294 1.971 0.968
H 0.326 4.459 -1.758
H 1.639 0.754 -3.594
H 0.956 -0.462 2.737
H -3.810 2.799 -1.262
H -3.000 -5.283 3.329
H 3.864 -2.970 -0.575
H 4.328 -1.147 1.222
H -6.018 0.847 -0.324
H 4.893 0.449 1.680
H 0.557 2.512 -0.426
H 3.262 2.386 2.340
H 0.831 -2.937 1.272
H -3.293 -3.002 2.472
H -2.605 -0.746 -3.351
*
```

***

8.
Density functional theory data (wB97M-V/def2-TZVPD) for C3H6N4 in the gas phase.

Summary:
- LUMO energy: 0.821 eV
- Relative energy (zero: lowest compared OMol25 entry of this formula, charge and spin): 17.57 kcal/mol
- SMILES: [H]/N=c1/[nH]cc(N)[nH]1

```
! RIJCOSX wB97M-V def2-TZVPD def2/J DEFGRID3
* xyz 0 1
N 0.214 -0.949 0.168
N 1.029 1.140 0.040
N -2.225 -0.534 -0.092
N 2.662 -0.552 -0.106
C 1.417 -0.174 0.049
C -0.899 -0.078 -0.011
C -0.369 1.175 0.031
H 0.225 -1.822 -0.406
H 2.620 -1.576 0.093
H 1.642 1.999 -0.023
H -2.594 -0.961 0.733
H -2.804 0.209 -0.543
H -0.917 2.123 0.067
*
```